Record 1
ORCA calculation (ωB97M-V/def2-TZVPD) on a structure of composition C26H28FN5O5S.

## Properties
Multiplicity: 1
Electronic energy: -2155.68731 Ha
Kohn-Sham gap: 8.10 eV
F_max: 0.82 eV Å⁻¹
HOMO level: -8.3 eV

Atoms and positions in Å:
C -6.593 -1.762 -0.953
C -6.961 -0.896 0.249
O -6.004 -0.976 1.286
C -4.799 -0.362 1.141
C -3.856 -0.652 2.130
C -2.598 -0.096 2.079
C -2.237 0.764 1.044
C -3.182 1.071 0.079
C -4.452 0.520 0.125
H -5.155 0.790 -0.646
H -2.932 1.748 -0.720
C -0.800 1.216 0.993
N 0.036 0.097 0.517
C 1.270 -0.054 1.069
O 1.646 0.689 1.980
C 2.171 -1.043 0.516
C 3.410 -1.362 1.085
N 3.892 -0.919 2.247
H 4.815 -1.228 2.516
H 3.361 -0.231 2.759
C 4.107 -2.270 0.225
N 3.480 -2.586 -0.888
S 2.031 -1.878 -1.002
C 5.449 -2.804 0.535
O 6.062 -2.485 1.541
N 5.925 -3.662 -0.387
H 5.367 -3.879 -1.195
H 6.831 -4.078 -0.261
C -0.570 -0.826 -0.361
C -1.014 -0.439 -1.619
C -1.682 -1.339 -2.430
C -1.918 -2.633 -1.998
C -1.485 -3.038 -0.747
C -0.826 -2.132 0.058
F -0.413 -2.519 1.283
H -1.665 -4.036 -0.380
H -2.443 -3.330 -2.631
H -2.023 -1.023 -3.403
H -0.850 0.576 -1.945
C -0.436 2.421 0.109
O -1.006 2.718 -0.924
N 0.641 3.083 0.567
H 1.158 2.721 1.359
C 1.264 4.142 -0.189
H 1.379 5.022 0.450
H 0.599 4.377 -1.024
C 2.653 3.754 -0.726
H 3.004 4.588 -1.352
C 2.671 2.435 -1.515
H 2.595 2.603 -2.586
H 1.840 1.800 -1.204
C 3.999 1.808 -1.096
H 4.002 0.723 -1.163
C 4.124 2.307 0.342
H 5.156 2.375 0.692
O 3.577 3.614 0.345
H 3.558 1.665 1.029
H 4.813 2.205 -1.703
H -0.458 1.427 2.015
H -1.877 -0.345 2.845
H -4.136 -1.324 2.925
H -7.884 -1.264 0.704
H -7.119 0.146 -0.055
H -6.479 -2.797 -0.638
H -5.655 -1.434 -1.395
H -7.378 -1.704 -1.701

Atom charges from the natural (NBO) analysis, given in e for atoms 1 to 5: -0.64 -0.06 -0.51 0.39 -0.28

***

Record 2
ORCA calculation (ωB97M-V/def2-TZVPD) on a structure of composition C26H28N6OYb.

## Properties
Multiplicity: 2
Electronic energy: -2569.33377 Ha
Kohn-Sham gap (alpha / beta): 9.56 / 8.72 eV
F_max: 0.44 eV Å⁻¹
Total charge: +3
HOMO level (alpha / beta): -18.0 / -18.0 eV

Atoms and positions in Å:
Yb -0.249 0.064 -0.361
C -0.114 2.834 1.184
N 0.313 2.471 -0.190
C -0.476 3.264 -1.167
C -1.883 2.772 -1.282
C -2.909 3.643 -1.597
C -4.185 3.144 -1.795
C -4.395 1.781 -1.663
C -3.326 0.978 -1.322
N -2.074 1.444 -1.125
C 1.754 2.776 -0.384
C 2.648 1.576 -0.459
C 4.007 1.705 -0.239
C 4.852 0.678 -0.623
C 4.311 -0.447 -1.227
C 2.940 -0.531 -1.348
N 2.097 0.442 -0.945
C 0.308 1.815 2.203
C 0.862 2.164 3.419
C 1.080 1.168 4.363
C 0.737 -0.142 4.065
C 0.221 -0.422 2.815
N 0.028 0.534 1.888
H 0.264 3.822 1.465
H -1.208 2.889 1.192
H -0.454 4.326 -0.902
H 0.011 3.170 -2.141
H -2.708 4.701 -1.695
H -5.003 3.806 -2.046
H -5.369 1.340 -1.810
H -3.463 -0.080 -1.195
H 1.857 3.263 -1.358
H 2.106 3.503 0.351
H 4.401 2.620 0.182
H 5.922 0.764 -0.484
H 4.936 -1.249 -1.593
H 2.489 -1.404 -1.796
H 1.085 3.200 3.634
H 1.499 1.415 5.329
H 0.865 -0.938 4.784
H -0.064 -1.429 2.535
C -3.848 -2.667 0.446
C -2.618 -2.336 -0.330
O -1.964 -1.289 -0.050
N -2.205 -3.125 -1.305
C -0.942 -2.907 -2.006
C 0.231 -3.195 -1.106
C 0.770 -4.471 -1.067
C 1.765 -4.761 -0.146
C 2.207 -3.758 0.702
C 1.653 -2.499 0.570
N 0.679 -2.205 -0.308
H -4.417 -1.754 0.605
H -3.538 -3.047 1.420
H -4.464 -3.415 -0.048
H -2.754 -3.948 -1.514
H -0.934 -1.887 -2.423
H -0.933 -3.562 -2.876
H 0.409 -5.232 -1.745
H 2.194 -5.754 -0.092
H 2.976 -3.937 1.439
H 2.019 -1.680 1.178

Atom charges from the natural (NBO) analysis, given in e for atoms 1 to 5: 2.11 -0.27 -0.50 -0.27 0.22

***

Record 3
ORCA calculation (ωB97M-V/def2-TZVPD) on the ion C26H28NO with charge +1 in a non-equilibrium geometry.

## Properties
Multiplicity: 1
Electronic energy: -1137.11593 Ha
Kohn-Sham gap: 5.78 eV
F_max: 8.71 eV Å⁻¹
Total charge: +1
HOMO level: -10.2 eV

Atoms and positions in Å:
C -0.861 -0.594 5.627
O -0.806 -1.760 4.772
C -0.129 -1.627 3.596
C -0.350 -2.661 2.652
C -0.149 -2.389 1.317
C 0.384 -1.165 0.883
C 0.016 -0.782 -0.557
C 1.024 0.472 -0.918
C 0.749 1.784 -0.320
C -0.564 2.119 0.101
C -0.880 3.347 0.687
C 0.113 4.325 0.833
C 1.438 4.038 0.462
C 1.753 2.782 -0.068
N 2.007 0.441 -1.827
C 2.697 -0.793 -2.274
C 3.683 -0.386 -3.381
C 3.274 1.035 -3.827
C 2.392 1.605 -2.685
C -1.387 -0.809 -0.763
C -2.370 -0.863 0.383
C -3.625 -1.350 0.561
C -4.466 -2.048 -0.363
C -4.199 -2.337 -1.676
C -2.997 -2.085 -2.412
C -1.805 -1.595 -1.987
C 0.872 -0.278 1.850
C 0.618 -0.487 3.213
H -1.565 -0.881 6.402
H 0.120 -0.376 6.070
H -1.224 0.298 5.097
H -0.718 -3.620 2.988
H -0.486 -3.087 0.552
H 0.362 -1.545 -1.263
H -1.395 1.420 0.015
H -1.913 3.531 1.019
H -0.138 5.293 1.254
H 2.240 4.789 0.583
H 2.800 2.527 -0.246
H 3.187 -1.256 -1.409
H 1.972 -1.535 -2.642
H 4.700 -0.379 -2.968
H 3.641 -1.098 -4.219
H 4.157 1.684 -3.991
H 2.678 0.988 -4.759
H 1.524 2.143 -3.097
H 2.991 2.332 -2.129
H -1.142 0.217 -1.009
H -1.939 -0.336 1.251
H -4.119 -1.055 1.499
H -5.461 -2.295 0.040
H -5.032 -2.762 -2.243
H -3.128 -2.209 -3.490
H -0.967 -1.549 -2.724
H 1.465 0.593 1.576
H 0.960 0.230 3.966

Atom charges from the natural (NBO) analysis, given in e for atoms 1 to 5: -0.26 -0.48 0.34 -0.24 -0.19

***

Record 4
ORCA calculation (ωB97M-V/def2-TZVPD) on a structure of composition C26H28NO8PPr in a non-equilibrium geometry.

## Properties
Multiplicity: 3
Electronic energy: -2522.60749 Ha
Kohn-Sham gap (alpha / beta): 9.09 / 9.10 eV
F_max: 1.24 eV Å⁻¹
Total charge: +1
HOMO level (alpha / beta): -11.4 / -11.3 eV

Atoms and positions in Å:
Pr 0.583 -0.986 0.812
O -3.085 0.618 3.061
C -1.861 0.593 2.570
O -1.574 -0.020 1.556
C -0.901 1.433 3.380
O 0.391 1.416 2.825
C 1.426 0.866 3.666
C 1.314 -0.635 3.450
O 0.339 -1.222 3.927
O 2.046 -1.133 2.495
H -3.639 0.059 2.503
H -0.931 1.079 4.412
H -1.288 2.458 3.361
H 1.284 1.124 4.717
H 2.360 1.269 3.291
O 3.840 -0.033 -1.717
C 2.655 -0.166 -1.619
O 2.052 -1.063 -0.812
C 1.622 0.709 -2.327
P 0.484 1.345 -1.038
C 1.412 2.716 -0.301
C 1.084 4.052 -0.506
C 1.827 5.056 0.098
C 2.908 4.739 0.906
C 3.238 3.406 1.120
C 2.485 2.404 0.529
C -0.943 2.068 -1.869
C -1.004 2.196 -3.256
C -2.136 2.723 -3.863
C -3.208 3.139 -3.091
C -3.150 3.030 -1.708
C -2.029 2.489 -1.103
H 1.040 0.080 -3.005
H 2.114 1.505 -2.887
H 0.251 4.323 -1.143
H 1.561 6.090 -0.076
H 3.492 5.526 1.363
H 4.084 3.139 1.738
H 2.796 1.376 0.714
H -0.168 1.897 -3.873
H -2.172 2.818 -4.940
H -4.087 3.556 -3.565
H -3.983 3.363 -1.103
H -2.000 2.407 -0.022
O -0.728 -2.832 2.008
C -0.980 -4.221 1.716
C 0.250 -4.951 1.216
C 0.971 -4.213 0.078
C 0.037 -3.786 -1.025
C -0.302 -4.659 -2.053
C -1.209 -4.250 -3.014
C -1.764 -2.982 -2.935
C -1.381 -2.172 -1.882
N -0.505 -2.564 -0.954
H -0.358 -2.691 2.901
H -1.769 -4.207 0.962
H -1.395 -4.690 2.610
H -0.065 -5.942 0.878
H 0.960 -5.118 2.029
H 1.767 -4.832 -0.337
H 1.523 -3.361 0.502
H 0.153 -5.639 -2.099
H -1.479 -4.912 -3.827
H -2.472 -2.621 -3.666
H -1.781 -1.167 -1.776

Atom charges from the Löwdin analysis, given in e for atoms 1 to 5: 1.23 0.19 -0.44 -0.02 -0.08